Entry 1:
The following is a DFT calculation (the ωB97M-V functional and the def2-TZVPD basis) of a structure of composition C11H23BrNO2P2Sr.

Geometry as XYZ:
```
41
Properties=species:S:1:pos:R:3:forces:R:3
Sr 0.04636 2.05461 1.27346 1.9916 -2.1498 -1.6511
P 2.29218 -1.03983 1.51710 -0.0089 -0.9517 -0.1180
C 2.24020 -1.37030 -0.22301 0.2812 0.6851 -0.5878
C 1.08546 -1.51737 -0.99485 1.0495 0.4005 1.4978
N -0.04350 -0.88507 -0.48735 -1.0131 0.1190 -0.2904
C -1.22520 -1.29822 -0.95629 0.3707 -0.9648 -1.7564
C -1.36042 -2.25675 -1.99049 0.0434 0.4485 0.0886
C -0.18367 -2.77506 -2.60397 0.8207 0.6178 0.1263
C 1.06885 -2.36273 -2.15528 -1.2944 -0.3550 -0.2171
C -2.51767 -0.71229 -0.46398 0.2017 -0.3828 0.2850
P -2.44893 0.91075 0.42651 -1.6635 -1.3418 -0.8904
H 2.03724 -2.73299 -2.54300 -0.8813 0.2122 0.2074
H -2.34866 -2.49135 -2.43335 0.7100 0.1131 0.5700
H -0.27783 -3.46017 -3.45712 0.0662 0.2770 0.4365
H -3.12041 -0.59050 -1.38298 -0.2225 0.1116 0.7412
H -2.99487 -1.45802 0.20494 0.0909 0.4943 -0.3207
H 2.87872 1.36592 -1.01704 -0.0236 -0.7261 -0.0003
H 3.13235 -1.86977 -0.56533 0.2294 -0.2353 -0.2631
H -0.42561 4.92380 -2.27721 -0.5744 -0.8719 1.3339
O 3.02229 1.99726 -0.30519 -0.6014 1.2999 -0.0964
H 3.18755 2.83858 -0.77778 0.0981 -0.5748 0.3747
H -0.52701 3.09120 3.37788 0.2127 0.3319 1.1603
O -0.77546 4.42473 -1.48102 1.0203 1.8860 0.6589
H -0.65714 5.07740 -0.72112 -0.3132 -0.9463 -1.7557
C -2.80750 1.98587 -1.00161 -0.0891 0.7534 -0.2962
H -3.84038 1.78028 -1.30180 0.2508 0.0318 -0.1182
H -2.74912 3.04069 -0.72228 -0.0891 0.0094 -0.1074
H -2.15134 1.85012 -1.86783 0.0370 -0.1588 0.2868
C -4.15734 0.86428 1.13196 -0.2585 0.4066 0.7134
H -4.24229 1.61800 1.92686 -0.1223 -0.1507 -0.1676
H -4.91880 1.10165 0.37322 0.3946 -0.1355 0.1444
H -4.42923 -0.10315 1.57934 0.3872 0.2481 -0.1481
C 2.26634 -2.91332 2.05161 -0.0769 0.8698 0.5971
H 3.24917 -3.33828 1.69977 -1.1821 0.2216 0.2450
H 2.17399 -3.02729 3.16602 0.1607 -0.0160 -0.9734
H 1.36763 -3.37438 1.55673 1.0748 0.3755 0.4154
C 4.09636 -0.64412 1.79051 -0.4661 0.0590 0.3340
H 4.22795 -0.38890 2.85584 0.1187 -0.1892 -0.3754
H 4.74999 -1.49182 1.52949 -0.2332 0.3418 0.0188
H 4.34634 0.24270 1.19401 -0.0009 -0.2825 0.1055
Br 0.73342 2.93386 4.07462 -0.4957 0.1191 -0.2074
```
Positions in Å, forces in eV/Å.

Gap between HOMO and LUMO, eV: 2.963
Energy, a.u.: -3925.3242
LUMO energy, eV: -4.9
Charge: +1

Entry 2:
The following is a DFT calculation (the ωB97M-V functional and the def2-TZVPD basis) of a structure of composition C11H23ClNO2P2Pm.

Geometry as XYZ:
```
41
Properties=species:S:1:pos:R:3:forces:R:3
Pm -1.28590 -0.95447 0.01211 0.5349 2.8364 0.0669
P -2.24366 1.75937 -0.01285 0.1191 1.0899 -0.2502
C -0.94536 1.75291 -1.33572 -0.2591 -0.4556 -1.6067
C 0.47503 1.68478 -0.85239 -0.0173 -0.0698 0.1609
N 0.74326 0.62839 -0.05237 0.6582 -0.3670 0.5414
C 2.00291 0.46800 0.44952 -0.0035 0.4774 -0.3823
C 3.03409 1.36361 0.12488 -0.8417 -0.4333 -0.0647
C 2.75736 2.43327 -0.72029 -0.0119 0.0245 0.0408
C 1.45443 2.60175 -1.19940 0.0453 0.2311 -0.1422
C 2.28977 -0.69416 1.37942 -0.3910 0.2017 0.0540
P 0.99804 -2.02760 1.28201 2.0673 -0.3552 0.5847
H 1.18816 3.43538 -1.85563 0.1966 -0.3044 0.2618
H 4.01551 1.17398 0.53531 0.0744 0.1708 -0.0694
H 3.55638 3.13032 -0.99790 -0.4127 -0.2575 0.0978
H 3.27920 -1.12887 1.15091 -0.4019 0.1785 0.1790
H 2.30915 -0.34510 2.43026 0.0559 -0.0320 -0.4803
H -1.16252 0.79316 -1.98692 0.4749 2.4170 1.1103
H -1.11327 2.64596 -1.96947 0.1616 -0.4454 0.2532
H -1.32558 -2.52471 -1.84289 -0.0330 1.2002 -1.4224
O -1.34303 -0.93535 -2.13572 -0.0537 -1.4320 -1.1680
H -1.22993 -0.89690 -3.11328 -0.1518 0.0445 1.0646
H -2.10909 -2.92975 -0.24140 -1.1189 -1.8227 0.4812
O -1.22562 -3.19326 -1.13243 -0.3588 -0.9947 1.2061
H -1.36524 -4.07213 -1.50202 -0.0959 -0.5732 0.1060
C 1.85244 -3.16305 0.12897 -0.2661 -0.3208 -0.3205
H 2.73726 -3.58945 0.61889 -0.1991 0.1614 -0.1357
H 1.17704 -3.98204 -0.15235 0.3098 0.1389 0.0281
H 2.16588 -2.63128 -0.77876 -0.1142 -0.1270 0.1499
C 1.25126 -2.86720 2.88334 -0.5726 -0.1423 0.2537
H 0.37886 -3.51418 3.05741 0.3709 0.0672 0.1470
H 2.16637 -3.47965 2.88039 -0.3157 0.3149 -0.0368
H 1.29857 -2.12206 3.69221 -0.0576 -0.3062 -0.2407
C -1.82261 3.23344 0.96700 0.1522 -0.0233 0.5249
H -2.02687 4.15179 0.39878 0.0971 -0.3335 0.1020
H -2.43775 3.23339 1.87493 0.1506 0.1174 -0.1521
H -0.76792 3.21510 1.26483 -0.2040 0.0069 0.0153
C -3.68454 2.39880 -0.93268 -0.4433 -0.4308 0.0145
H -4.58380 2.21444 -0.32832 0.1610 0.1253 -0.2488
H -3.58770 3.47905 -1.10656 0.0803 -0.3532 0.0264
H -3.79741 1.87753 -1.89035 -0.0419 0.0850 0.1935
Cl -3.07315 -2.62322 1.00855 0.6557 -0.3093 -0.9432
```
Positions in Å, forces in eV/Å.

Gap between HOMO and LUMO (alpha / beta), eV: 8.872 / 9.077
Energy, a.u.: -2388.9919
Multiplicity: 5
LUMO energy (alpha / beta), eV: -6.7 / -6.5
Relative energy (zero: lowest compared OMol25 entry of this formula, charge and spin), kJ/mol: 124.9
Charge: +2

Entry 3:
The following is a DFT calculation (the ωB97M-V functional and the def2-TZVPD basis) of an isolated molecule of C11H23ClNO6P.

Geometry as XYZ:
```
43
Properties=species:S:1:pos:R:3:forces:R:3
C -1.40267 2.62485 -6.88332 0.0892 -0.0494 0.1007
O -0.25386 2.36695 -6.10425 -0.0062 0.0461 0.0179
C -0.52186 1.58722 -4.94980 0.0499 -0.0586 -0.2022
C -0.43895 0.08600 -5.25642 -0.0315 0.1334 -0.2236
C 0.31275 -0.73274 -4.23925 0.0536 -0.2567 -0.1601
O -0.42147 -0.87626 -2.99867 0.0437 0.0566 -0.1187
P -0.01628 -0.06357 -1.72518 0.2110 -0.2497 0.0027
O 1.39281 0.26668 -1.52691 -0.1825 0.0804 -0.0551
O -0.99913 1.23652 -1.83383 -0.0017 0.2998 0.0047
Cl -0.35523 2.72375 -1.39183 -0.0524 -0.0569 0.0053
O -0.73157 -0.93652 -0.63364 -0.1477 0.0502 0.1364
C -0.92761 -0.32820 0.66202 0.1089 -0.1292 0.2096
C -1.12214 -1.40542 1.70680 0.0056 0.1252 0.2846
C -0.95835 -0.81055 3.11141 0.0609 0.1044 -0.1165
C 0.50126 -0.76178 3.55081 -0.0125 0.0086 0.0264
N 0.63434 -0.16431 4.88539 0.2770 -0.0441 -0.4710
C 1.68708 0.85057 5.01878 -0.2492 0.0954 0.2010
C 0.76478 -1.14786 5.92108 0.1473 0.1736 -0.4005
C 1.83343 -2.20313 5.77457 0.0543 0.0031 -0.3098
O 0.05888 -1.11540 6.87858 -0.4889 0.0530 0.8364
H -2.08391 3.30074 -6.35810 -0.0770 0.0009 0.0298
H -1.93933 1.70460 -7.13273 -0.0250 -0.0279 -0.0565
H -1.07125 3.10360 -7.80062 0.0049 0.0049 -0.0474
H -1.50075 1.85582 -4.54695 0.0118 0.0381 0.1872
H 0.24737 1.85662 -4.22496 -0.0047 0.0509 0.0563
H 0.12328 0.00260 -6.19050 0.0346 -0.0446 -0.0131
H -1.41896 -0.35521 -5.44271 -0.0441 -0.0049 0.0724
H 0.45026 -1.74855 -4.60568 -0.0272 -0.0281 0.0401
H 1.30038 -0.31260 -4.04984 -0.0043 0.0767 0.1779
H -1.80649 0.31540 0.62207 0.0139 0.0766 -0.1022
H -0.05429 0.27975 0.91183 0.0223 0.0348 -0.0733
H -2.11525 -1.83936 1.60345 0.0111 -0.1187 -0.1100
H -0.38198 -2.19297 1.56007 -0.0256 -0.0921 -0.1112
H -1.52435 -1.38173 3.84623 -0.0516 -0.0368 0.0159
H -1.35173 0.20885 3.13394 -0.1006 -0.0024 0.0778
H 0.89983 -1.78092 3.51699 0.0793 -0.0407 0.0037
H 1.09356 -0.18775 2.83654 0.0078 0.0516 -0.0113
H 1.37535 1.61568 5.72911 -0.0047 -0.0108 0.0511
H 1.84786 1.33454 4.05934 0.0137 0.0088 -0.0436
H 2.64069 0.44272 5.37100 0.1071 -0.0617 -0.1077
H 2.23527 -2.43244 6.75538 -0.0025 -0.1159 0.0308
H 1.37520 -3.09378 5.34630 0.0295 -0.1542 0.1296
H 2.62302 -1.89244 5.09350 0.1026 0.0101 0.0353
```
Positions in Å, forces in eV/Å.

Gap between HOMO and LUMO, eV: 8.951
Energy, a.u.: -1740.6883
LUMO energy, eV: -0.2
Charge: 0
SMILES: COCCCO[P@@](=O)(OCl)OCCCCN(C)C(C)=O

Calculated strongest force on any atom in order - 3.36 2.89 0.97 eV/Å